i) Here is C20H27N5O2S in the gas phase from OMol25. Energies are from ωB97M-V/def2-TZVPD.

```
! wB97M-V def2-TZVPD RIJCOSX def2/J DEFGRID3
* xyz 0 1
S 4.07741 -0.62372 0.27093
O -0.69696 3.17082 1.70833
O 2.12176 -3.37525 0.71341
N 2.27305 0.51605 -1.42212
N -1.08153 2.32846 -0.39188
N 1.49758 1.61352 -1.47225
N 2.64921 1.70414 0.38722
N 1.13039 -1.95681 -0.76864
C -2.20594 1.50152 -0.24629
C -1.82560 0.74564 -2.63410
C -0.24003 -2.04047 -0.29790
C 2.18112 -2.54715 -0.16979
C -4.01414 0.59677 1.05048
C -2.57439 0.69631 -1.33207
C -0.38946 3.00170 0.55069
C 3.52770 -2.05999 -0.71052
C -5.56115 -1.14781 0.13001
C -1.65831 -2.20843 1.69163
C 1.72452 2.32787 -0.40298
C -4.39234 -0.22032 -0.00722
C 0.94706 3.52787 -0.02320
C 3.14450 2.11247 1.67021
C -0.79975 -3.45942 -0.18922
C -0.43864 -1.46963 1.11747
C 2.95806 0.56962 -0.30799
C -2.06730 -3.23738 0.62779
C -3.66240 -0.15049 -1.18540
C -2.93471 1.45068 0.93623
H -0.58494 -0.38962 1.09751
H -5.67106 -1.77258 -0.75284
H -2.84641 -2.81937 -0.01199
H -2.44268 -4.15886 1.06931
H -1.95327 1.71740 -3.11305
H -0.09323 -4.08169 0.35760
H 1.45675 4.11944 0.73491
H -2.64384 2.07543 1.76408
H -0.75718 0.57327 -2.49839
H 3.65752 1.26824 2.12898
H 3.84763 2.94122 1.56407
H -3.94808 -0.77739 -2.01912
H -0.61534 2.23685 -1.28758
H -2.47320 -1.51789 1.90467
H 2.31159 2.41985 2.30366
H -0.84729 -1.47367 -1.00890
H -5.43618 -1.79121 0.99993
H -4.57031 0.56501 1.97592
H 0.75052 4.14031 -0.90310
H 0.44997 -1.68659 1.70986
H -6.48038 -0.57899 0.26715
H 4.28972 -2.81942 -0.54274
H 1.34068 -1.19849 -1.41062
H -0.99104 -3.90554 -1.16409
H -1.38932 -2.71097 2.61970
H 3.49192 -1.75788 -1.75492
H -2.20740 -0.01306 -3.31273
*
```

The LUMO energy comes out at 0.5 eV. The HOMO energy comes out at -8.3 eV.

Results of the Mulliken charge analysis, in e, for atoms 1 through 8:
1. S -0.225
2. O -0.663
3. O -0.647
4. N -0.705
5. N -0.032
6. N -0.474
7. N 0.132
8. N -0.055


ii) Here is C20H27N5O2S in the gas phase from OMol25. Energies are from ωB97M-V/def2-TZVPD.

```
! wB97M-V def2-TZVPD RIJCOSX def2/J DEFGRID3
* xyz 0 1
S -3.93875 1.52391 -0.31799
O 0.06899 -3.38261 1.44065
O -1.44966 0.37939 1.81082
N 0.80086 -2.15373 -0.34861
N -1.95353 0.25713 -1.66970
N -2.93271 -1.04122 -0.19038
N -1.33980 -0.93228 -1.68456
N -0.76001 2.16886 0.61456
C 4.45043 -0.50637 0.82624
C 1.92732 3.76881 0.05487
C 0.99973 1.80508 -1.04691
C 2.03589 -1.64091 0.06997
C 3.57034 -0.96582 1.78956
C -3.07946 2.03278 1.23667
C 2.92703 -1.19606 -0.91682
C -1.41452 -3.04977 -0.43296
C -3.82909 -1.50998 0.83244
C -4.94419 -2.36423 0.23749
C -0.09299 -2.87912 0.35532
C -1.67783 1.43861 1.26016
C 2.36511 -1.53170 1.41545
C -2.89786 0.19425 -0.77641
C 0.60932 1.73380 0.42787
C 4.12627 -0.62879 -0.51455
C 1.31612 3.28375 -1.27109
C 1.59969 2.69012 1.10279
C 2.59780 -1.34743 -2.37341
C -1.91762 -1.70813 -0.79665
H 1.69015 -0.80368 -2.63804
H 0.20831 1.43407 -1.69649
H 5.39042 -0.05974 1.11443
H 0.40258 3.83610 -1.49782
H 2.49494 2.12907 1.36842
H 1.99718 3.42576 -2.10821
H -1.03746 3.00402 0.12352
H -1.20159 -3.62343 -1.33678
H -4.25705 -0.63554 1.32577
H -5.52335 -1.78239 -0.47676
H 0.47076 -1.79518 -1.24084
H 1.51644 4.73657 0.34152
H 3.00579 3.88777 -0.03857
H -4.53943 -3.23490 -0.27360
H -3.07292 3.12095 1.23658
H -5.60609 -2.70187 1.02980
H 3.81696 -0.88079 2.83709
H -3.24633 -2.06801 1.56922
H 3.41214 -0.96703 -2.98490
H 1.67173 -1.88813 2.15890
H 1.18187 3.11057 2.01638
H 0.66909 0.72473 0.84137
H -3.65520 1.66120 2.08387
H 2.44534 -2.39785 -2.62036
H -2.11905 -3.59770 0.18943
H 4.82052 -0.27944 -1.26593
H 1.89742 1.20650 -1.19281
*
```

The LUMO energy comes out at 0.5 eV. The HOMO energy comes out at -8.3 eV.

Results of the Mulliken charge analysis, in e, for atoms 1 through 8:
1. S -0.251
2. O -0.671
3. O -0.645
4. N 0.164
5. N -0.690
6. N 0.560
7. N -0.364
8. N -0.007


i) ends up most stable, edging out the next structure by 0.0030 hartree.


i) Here is C14H22N2O4S in the gas phase from OMol25. Energies are from ωB97M-V/def2-TZVPD.

```
! wB97M-V def2-TZVPD RIJCOSX def2/J DEFGRID3
* xyz 0 1
S 1.21218 -1.13932 1.28378
O -4.41219 -0.08024 -1.46335
O -3.82055 1.09646 0.34995
O 1.98346 -2.23035 0.75280
O 0.93211 -1.10971 2.68817
N 1.88991 0.33449 0.89939
N -1.81032 -1.47230 -1.20067
C -2.30815 -0.47021 -0.40570
C -0.28911 -1.05145 0.35852
C 3.93064 2.56592 -0.45933
C 2.68516 1.80256 -0.89584
C -5.16090 2.71871 1.47733
C 2.68069 0.37773 -0.31596
C 5.19242 1.92134 -1.04672
C -5.06989 1.78595 0.28490
C -1.36824 -0.19252 0.57587
C -3.60887 0.16951 -0.58947
C 4.10899 -0.13895 -0.09527
C 5.03955 0.39980 -1.17564
C -0.59543 -1.82283 -0.74229
C -2.45223 -2.08521 -2.33448
H -0.00906 -2.59661 -1.19633
H 3.98198 2.56740 0.63051
H -4.34401 3.43463 1.45518
H 3.86247 3.60600 -0.78253
H 4.62589 0.14486 -2.15293
H 5.40038 2.34572 -2.03052
H 2.15503 -0.29250 -1.00394
H 4.09473 -1.22870 -0.09069
H 6.04360 2.15588 -0.40521
H 4.46484 0.18940 0.88430
H 1.78312 2.31538 -0.56014
H -1.45754 0.53480 1.35495
H -2.60403 -3.14952 -2.14838
H 6.01684 -0.07846 -1.09937
H -5.12028 2.33878 -0.66031
H 2.65987 1.75497 -1.98524
H 2.33457 0.75455 1.70113
H -1.83078 -1.96980 -3.22372
H -5.88164 1.04971 0.28927
H -5.09921 2.15038 2.40118
H -6.10529 3.25430 1.45056
H -3.41488 -1.60739 -2.50104
*
```

The LUMO energy comes out at 0.7 eV. The HOMO energy comes out at -9.1 eV.

Results of the Mulliken charge analysis, in e, for atoms 1 through 8:
1. S 1.398
2. O -0.685
3. O -0.267
4. O -0.681
5. O -0.742
6. N -0.253
7. N 0.055
8. C 0.042


ii) Here is C14H22N2O4S in the gas phase from OMol25. Energies are from ωB97M-V/def2-TZVPD.

```
! wB97M-V def2-TZVPD RIJCOSX def2/J DEFGRID3
* xyz 0 1
S -2.97680 0.61454 -0.08067
O 0.67400 -1.31810 -0.09493
O -3.57826 0.90700 1.18713
O 3.52296 -1.24562 0.24272
O -3.52268 1.25107 -1.24236
N -2.96137 -1.03912 -0.37346
N -1.33931 0.89018 0.03805
C 2.91875 1.88541 -1.51744
C 0.30754 1.67604 1.64960
C -0.70669 0.82293 -1.26678
C -2.46954 -1.75494 0.78365
C 3.16070 -1.49924 1.58878
C 0.91974 -2.54188 -0.76575
C 3.55715 0.83916 -0.88156
C 1.54064 1.88451 -1.63072
C -4.24409 -1.50822 -0.85761
C 2.82734 -0.22942 -0.37641
C -0.94394 1.99569 0.89107
C 0.79132 0.82051 -1.15236
C 1.43687 -0.25873 -0.54546
C 1.32304 2.50511 1.79802
H -4.12256 -2.50969 -1.27056
H -3.10471 -1.58412 1.65945
H 3.38720 -0.63088 2.21618
H 3.49511 2.71020 -1.90733
H -1.46478 -1.39408 0.98582
H -1.76816 2.12661 1.59917
H 4.62884 0.82835 -0.75758
H -1.03629 1.66231 -1.89409
H 2.10221 -1.74628 1.69356
H 0.31430 -3.29042 -0.25785
H -2.43990 -2.81911 0.55418
H 1.97387 -2.82775 -0.72082
H -4.56679 -0.82472 -1.63872
H 1.03668 2.71188 -2.10737
H -0.82407 2.92311 0.31547
H 2.19368 2.24556 2.37490
H -1.06754 -0.10633 -1.71347
H -4.99946 -1.52915 -0.06392
H 0.61350 -2.47597 -1.81482
H 1.32424 3.48556 1.35144
H 3.76911 -2.34490 1.90491
H 0.31814 0.69293 2.09794
*
```

The LUMO energy comes out at 0.7 eV. The HOMO energy comes out at -9.0 eV.

Results of the Mulliken charge analysis, in e, for atoms 1 through 8:
1. S 1.313
2. O 0.062
3. O -0.750
4. O -0.519
5. O -0.765
6. N 0.094
7. N 0.359
8. C -0.863


iii) Here is a molecular structure, C14H22N2O4S from OMol25. Energies are from ωB97M-V/def2-TZVPD.

```
! wB97M-V def2-TZVPD RIJCOSX def2/J DEFGRID3
* xyz 0 1
S -2.14200 0.83193 -0.06966
O -3.35397 0.87884 -0.67121
O 3.50435 2.09134 0.26366
O -2.45541 1.35692 1.47959
O 0.82024 -2.83531 0.19166
N -0.94728 2.01574 -0.63409
N -1.38094 -0.49263 0.02016
C -3.01295 -2.24026 0.15882
C 3.43339 -0.28876 -0.37336
C -1.34146 3.41708 -0.47691
C 2.81466 3.07715 0.73851
C -0.54485 1.43595 -1.97241
C 0.86132 -0.67462 0.75279
C 2.75119 -1.42425 -0.21817
C 1.62820 0.71898 0.70284
C -0.49126 -0.92655 1.18978
C 1.56512 -1.58695 0.14665
C 2.78331 0.84585 0.40057
C 1.55927 -3.85466 -0.69249
C -3.65602 -1.74551 1.34774
C -1.93014 -1.46091 -0.66306
H 3.33796 -2.37063 -0.70737
H 0.26787 2.20643 -2.31465
H -0.68826 -1.77285 1.32050
H -3.41591 -3.25161 -0.09244
H 3.52236 3.80261 0.72733
H -1.43721 -2.14802 -0.82985
H -1.38459 1.84095 -2.51542
H -2.55544 -1.08831 -1.52536
H 4.51740 -0.18004 -0.57978
H 0.88859 -4.68463 -0.39318
H 1.88329 3.26364 0.33855
H -0.34520 0.53902 -1.71939
H -2.06984 3.61830 -1.06486
H 1.94083 -3.89504 -1.50935
H 2.45621 -4.43040 0.15367
H -1.70974 3.64853 0.54342
H -4.62820 -2.19541 2.02580
H 2.65913 2.99830 1.94828
H -0.73587 -0.03234 2.20487
H -0.47780 4.21096 -0.58417
H 1.00796 1.62207 1.24809
H -3.49832 -0.84090 1.70392
*
```

The LUMO energy comes out at 0.4 eV. The HOMO energy comes out at -8.8 eV.

Results of the Mulliken charge analysis, in e, for atoms 1 through 8:
1. S 1.154
2. O -0.698
3. O -0.435
4. O -0.836
5. O -0.305
6. N 0.331
7. N 0.433
8. C -0.170


i) ends up most stable, edging out the next structure by 0.0870 hartree.


i) Here is CH2ClNO4S in the gas phase from OMol25. Energies are from ωB97M-V/def2-TZVPD.

```
! wB97M-V def2-TZVPD RIJCOSX def2/J DEFGRID3
* xyz 0 1
Cl 2.74386 -0.93648 0.30491
S 1.79068 0.85498 -0.01377
O 2.37096 1.58129 1.09946
O 1.88043 1.19720 -1.42383
O 0.13232 2.49343 -0.04106
O -1.82453 1.52463 0.17299
N -0.61999 1.56974 0.13200
C 0.02634 0.36118 0.50277
H -0.44970 -0.56944 -0.02402
H -0.04900 0.27112 1.57516
*
```

The LUMO energy comes out at -0.9 eV. The HOMO energy comes out at -11.6 eV.

Results of the Mulliken charge analysis, in e, for atoms 1 through 8:
1. Cl -0.217
2. S 1.060
3. O -0.506
4. O -0.492
5. O -0.536
6. O -0.543
7. N 1.013
8. C -0.440


ii) Here is CH2ClNO4S in the gas phase from OMol25. Energies are from ωB97M-V/def2-TZVPD.

```
! wB97M-V def2-TZVPD RIJCOSX def2/J DEFGRID3
* xyz 0 1
Cl -1.25229 0.47138 2.03460
S -2.39801 -0.72533 1.02822
O 0.58797 0.23825 -0.71245
O -3.69373 -0.15337 0.83349
O -1.08023 1.29925 -1.59759
O -2.33540 -2.00235 1.65200
N -0.56413 0.33655 -1.11767
C -1.31382 -0.86259 -0.91754
H -0.73897 -1.80282 -0.84904
H -2.34012 -0.81536 -1.41152
*
```

The LUMO energy comes out at -1.9 eV. The HOMO energy comes out at -11.5 eV.

Results of the Mulliken charge analysis, in e, for atoms 1 through 8:
1. Cl -0.071
2. S 0.975
3. O -0.469
4. O -0.468
5. O -0.510
6. O -0.485
7. N 0.859
8. C -0.618


i) ends up most stable, edging out the next structure by 0.0128 hartree.